C14H26BrInNO7 as an isolated structure in a non-equilibrium geometry, computed with the ωB97M-V functional and the def2-TZVPD basis.

The geometry in XYZ format:
```
50
Properties=species:S:1:pos:R:3:lowdin_charge:R:1
C -0.9686 -1.5714 -2.0653 -0.02
C 0.4378 -1.9022 -2.4717 -0.55
O 0.7082 -1.9158 -3.6090 0.10
N 1.4375 -2.2480 -1.5123 0.04
C 1.9868 -1.1002 -0.7434 -0.21
C 1.1776 -0.7706 0.5002 -0.24
C 1.7872 0.3107 1.3757 -0.31
C 1.9092 1.7450 0.7980 -0.32
In 0.5628 2.3594 -0.8746 0.15
Br -1.8792 2.8934 -0.0676 -0.22
H -1.5208 -1.3367 -2.9570 0.08
H -1.4690 -2.4074 -1.5922 0.08
H -1.0197 -0.7130 -1.4225 0.04
H 1.0724 -2.9069 -0.8309 0.07
H 2.1646 -0.2430 -1.3697 0.08
H 2.9501 -1.4353 -0.3759 0.11
H 1.1825 -1.6763 1.0933 0.09
H 0.1360 -0.5548 0.2947 0.09
H 1.2624 0.3303 2.3181 0.09
H 2.7942 -0.0321 1.6131 0.09
H 1.7400 2.4231 1.6222 0.01
H 2.9210 1.9068 0.4485 0.01
H 0.4085 1.1995 -2.2063 -0.10
H 1.2433 3.8620 -1.5758 -0.13
C -5.5943 7.4209 0.9728 -0.03
C -4.4501 6.5838 1.4891 -0.34
C -4.0989 6.8048 2.9404 -0.11
O -2.7214 6.4256 2.9733 0.05
C -2.2090 6.6559 1.7270 -0.56
O -1.0608 6.6216 1.4524 0.18
O -3.2165 6.9359 0.8510 0.08
H -5.6538 7.3538 -0.1132 0.09
H -6.5394 7.0808 1.3972 0.09
H -5.4545 8.4739 1.2250 0.08
H -4.6352 5.5248 1.2868 0.16
H -4.6823 6.1923 3.6251 0.14
H -4.1747 7.8554 3.2368 0.13
C 3.3348 -6.9865 -2.1954 -0.02
C 3.0827 -6.6014 -0.7592 -0.34
C 2.0368 -7.4215 -0.0458 -0.10
O 1.5777 -6.5065 0.9580 0.06
C 1.7610 -5.2489 0.4656 -0.54
O 1.3221 -4.2593 0.9542 0.17
O 2.5119 -5.2889 -0.6628 0.09
H 3.9430 -6.2303 -2.6903 0.09
H 3.8525 -7.9448 -2.2488 0.09
H 2.3987 -7.0606 -2.7503 0.09
H 4.0233 -6.5938 -0.1998 0.16
H 2.4313 -8.3273 0.4096 0.14
H 1.1905 -7.6762 -0.6884 0.14
```

As for the net charge: -1. As for the maximum force: 0.0721 hartree/bohr. The LUMO energy comes out at 2.09 eV. As for the electronic energy: -105980.07313 eV.


One molecule with the formula C14H26BrNO7 in a non-equilibrium geometry, computed with the ωB97M-V functional and the def2-TZVPD basis.

The geometry in XYZ format:
```
49
Properties=species:S:1:pos:R:3:nbo_charge:R:1
C -3.8979 1.7093 -0.3209 -0.67
C -2.9104 2.3281 -1.5132 -0.09
O -1.5951 2.7393 -1.0662 -0.54
C -0.6503 1.6952 -0.7483 0.08
C -0.9680 0.1745 -1.2398 -0.12
O -0.8273 0.1397 -2.6993 -0.56
C 0.1378 -0.8530 -3.1727 0.21
O -0.4996 -2.0150 -3.8770 -0.55
C -1.2815 -2.8326 -2.9384 -0.11
C -0.3567 -3.8902 -2.0425 -0.10
O -1.3399 -4.6769 -1.2331 -0.74
C -0.1878 1.6299 0.8580 0.06
C -1.3301 2.1415 1.9058 -0.53
C -2.0657 0.8873 2.7329 0.45
O -3.3963 1.0431 2.9691 -0.53
Br -1.1528 -0.7873 3.3262 0.02
O 0.9503 2.6012 0.9833 -0.56
C 1.9264 2.1347 1.9798 -0.09
C 3.1826 1.3037 1.3112 -0.46
C 3.1054 -0.3192 1.6322 -0.53
C 4.4408 -0.9146 2.3813 0.68
N 4.7457 -2.4083 2.1488 -0.87
O 5.2864 -0.2182 3.1527 -0.54
H -4.9563 1.4466 -0.7733 0.23
H -3.4069 0.8476 0.2940 0.21
H -4.1041 2.5908 0.4571 0.22
H -3.4757 3.3290 -1.8447 0.20
H -2.9325 1.6627 -2.5043 0.20
H 0.3671 1.9929 -1.3046 0.22
H -0.1964 -0.5298 -0.6596 0.19
H -2.0249 -0.2484 -0.9773 0.21
H 0.9166 -1.2299 -2.3877 0.15
H 0.7769 -0.3141 -4.0259 0.19
H -1.9716 -3.5369 -3.6118 0.21
H -2.0180 -2.2367 -2.2498 0.19
H 0.2216 -4.6706 -2.7121 0.20
H 0.3455 -3.3219 -1.2987 0.16
H -1.1865 -4.4172 -0.2768 0.47
H 0.2720 0.5853 1.1529 0.20
H -0.7521 2.7462 2.7581 0.27
H -2.1230 2.8863 1.4772 0.29
H 2.3528 3.1146 2.5101 0.21
H 1.4621 1.4667 2.8275 0.18
H 4.1959 1.7164 1.7747 0.25
H 3.2884 1.4865 0.1375 0.23
H 2.1854 -0.5844 2.3432 0.24
H 2.9263 -0.9420 0.6374 0.22
H 3.9270 -2.8948 2.6148 0.37
H 4.5942 -2.5571 1.1123 0.36
```

As for the SMILES: CCO[C@H](COCOCCO)[C@H](CC(=O)Br)OCCCC(N)=O. As for the maximum force: 0.1826 hartree/bohr. The LUMO energy comes out at -0.53 eV. As for the electronic energy: -100794.62959 eV.


A 2-piece molecular cluster, C14H26IN2O2P overall in a non-equilibrium geometry, computed with the ωB97M-V functional and the def2-TZVPD basis.

The geometry in XYZ format:
```
46
Properties=species:S:1:pos:R:3:nbo_charge:R:1
C -0.5444 3.2120 -1.8370 -0.66
C 0.9585 3.3399 -1.1902 -0.09
O 1.7615 2.1960 -1.6548 -0.57
C 2.1843 1.3635 -0.4989 0.82
O 3.3103 1.6125 0.2248 -0.59
C 1.2017 0.0538 -0.1573 -0.53
C 0.2202 0.3082 1.1291 -0.42
C -1.3460 0.6280 0.7637 -0.75
P -2.1388 -0.5331 -0.5267 0.25
I -3.5628 -2.2673 0.4722 0.06
H -0.7466 2.1702 -2.3362 0.24
H -0.6854 4.0747 -2.6414 0.22
H -1.3296 3.3925 -0.9825 0.21
H 1.4576 4.3111 -1.6361 0.20
H 0.9384 3.4426 -0.0154 0.19
H 1.9591 -0.8085 0.1644 0.25
H 0.6733 -0.3253 -1.1287 0.26
H 0.6362 1.2876 1.6704 0.22
H 0.3592 -0.5550 1.9416 0.24
H -1.5475 1.7656 0.4639 0.24
H -1.9573 0.4635 1.7760 0.25
H -3.0183 0.3403 -1.3106 -0.01
C -6.6933 -4.7160 -3.1214 -0.61
C -5.4308 -5.3455 -3.7015 -0.39
C -4.5847 -6.0622 -2.6473 -0.50
C -4.1416 -5.0707 -1.5839 0.38
N -3.7739 -4.2482 -0.7016 -0.49
H -6.4571 -3.9418 -2.3845 0.22
H -7.2798 -4.2409 -3.9141 0.22
H -7.3223 -5.4723 -2.6380 0.20
H -4.8353 -4.5627 -4.1872 0.21
H -5.7162 -6.0622 -4.4794 0.21
H -3.7001 -6.5072 -3.1147 0.26
H -5.1593 -6.8658 -2.1740 0.25
C 6.8160 3.0978 3.0422 -0.61
C 5.5497 2.2629 2.8803 -0.39
C 4.3456 2.8603 3.6112 -0.50
C 4.6386 2.9437 5.1004 0.29
N 4.8816 3.0129 6.3358 -0.35
H 7.1303 3.1566 4.0890 0.22
H 7.6414 2.6489 2.4806 0.22
H 6.6642 4.1172 2.6694 0.20
H 5.7439 1.2487 3.2504 0.21
H 5.3146 2.1769 1.8138 0.23
H 3.4616 2.2336 3.4534 0.25
H 4.1233 3.8631 3.2308 0.24
```

As for the maximum force: 0.2711 hartree/bohr. The LUMO energy comes out at 0.15 eV. As for the electronic energy: -39396.73338 eV.


A 2-piece molecular cluster, C14H26N2O9P overall in a non-equilibrium geometry, computed with the ωB97M-V functional and the def2-TZVPD basis.

The geometry in XYZ format:
```
52
Properties=species:S:1:pos:R:3:nbo_charge:R:1
C -3.1001 2.2367 2.7571 -0.62
C -2.2741 1.0525 2.3116 -0.10
O -1.4298 0.5835 3.3682 -0.83
P -0.2503 -0.4740 3.0218 2.37
C -0.9865 -2.0330 3.3164 -1.00
C -0.6714 -3.1757 2.5202 0.75
O -0.1797 -4.2437 2.8608 -0.68
O -0.9730 -2.8907 1.1983 -0.57
C -0.2316 -3.6152 0.2117 -0.07
C 1.1619 -3.0461 0.0538 -0.66
O 0.3754 -0.3901 1.6779 -1.15
O 0.7430 -0.0386 4.2372 -0.82
C 2.1210 0.2982 3.9645 -0.06
C 2.6507 1.3338 4.9381 -0.62
H -3.9540 2.3068 2.0781 0.20
H -3.4592 2.1226 3.7852 0.21
H -2.5258 3.1672 2.6821 0.19
H -2.9321 0.2184 2.0264 0.24
H -1.6430 1.3002 1.4477 0.17
H -1.4094 -2.2454 4.2902 0.23
H -0.1992 -4.6762 0.5134 0.19
H -0.7915 -3.5291 -0.7269 0.16
H 1.4069 -3.0258 -1.0086 0.18
H 1.2193 -2.0422 0.4825 0.27
H 1.8876 -3.6898 0.5576 0.20
H 2.7246 -0.6157 4.0111 0.17
H 2.1766 0.6756 2.9371 0.20
H 3.7112 1.4820 4.7118 0.20
H 2.1366 2.2956 4.8182 0.20
H 2.5581 1.0260 5.9875 0.20
C -6.8376 -6.2612 2.7574 -0.63
C -5.3876 -6.0846 3.1071 -0.07
O -4.8745 -4.9793 2.2863 -0.51
C -3.7464 -4.4436 2.7586 0.84
N -3.2816 -3.2176 2.0897 -0.10
N -3.4901 -3.2225 0.8656 -0.23
C -3.8574 -1.9675 0.3276 0.85
O -3.8020 -0.8807 0.8968 -0.61
O -4.3210 -2.1296 -0.9131 -0.48
C -4.7271 -0.8300 -1.4547 -0.09
C -5.8638 -1.0467 -2.4080 -0.63
O -3.1221 -4.8217 3.7307 -0.58
H -7.2686 -7.0672 3.3533 0.21
H -7.3930 -5.3432 2.9707 0.21
H -6.9625 -6.5027 1.6988 0.21
H -5.2610 -5.8531 4.1697 0.20
H -4.7950 -6.9792 2.8875 0.19
H -5.0580 -0.2102 -0.6181 0.22
H -3.8356 -0.3635 -1.9057 0.19
H -5.9513 -0.1718 -3.0503 0.21
H -5.7498 -1.9423 -3.0224 0.22
H -6.7969 -1.1124 -1.8363 0.21
```

As for the net charge: -1. As for the energy above the lowest of the compared OMol25 structures with the same formula, charge and spin: 295.4 kJ/mol. As for the maximum force: 0.0687 hartree/bohr. The LUMO energy comes out at 2.02 eV. As for the electronic energy: -45636.37795 eV.


Taking the records one at a time from the top gives HOMO level values of -4.62; -10.05; -7.56; -3.11 eV.